[1]
The following is a DFT calculation (ωB97M-V with the def2-TZVPD basis set) of a cluster of 2 separate species, CHClS3 in total.

Each line ends with the Mulliken charge.
Atoms and positions in Å:
C  1.75  -0.22  0.72  0.433
S  1.84  -1.66  0.12  -0.207
S  1.74  1.22  1.37  -0.222
S  -2.54  0.63  -0.72  -0.075
Cl  -1.35  -0.72  -1.76  -0.128
H  -1.44  0.76  0.27  0.199

Calculated values
* orbital gap: 9.16 eV
* ΔE to the lowest compared entry with this formula, charge and spin: 0.2114 eV
* calculated total energy: -1693.43002 Eh
* highest occupied orbital energy: -9.58 eV
* 2S+1: 1

[2]
The following is a DFT calculation (ωB97M-V with the def2-TZVPD basis set) of a structure of composition CHF2IO4S2.

Each line ends with the Mulliken charge.
Atoms and positions in Å:
C  -0.17  -0.11  -0.71  -0.637
O  -0.17  1.42  1.48  -0.472
O  -0.80  2.43  -0.71  -0.512
O  -0.97  -1.60  1.38  -0.424
O  0.59  -2.64  -0.29  -0.523
F  1.60  1.61  -0.19  -0.233
F  1.44  -1.00  1.16  -0.273
S  -0.02  1.45  0.06  1.097
S  0.03  -1.52  0.41  1.186
I  -2.21  -0.08  -1.18  0.289
H  0.69  0.04  -1.42  0.502

Calculated values
* orbital gap: 9.80 eV
* ΔE to the lowest compared entry with this formula, charge and spin: 0.0308 eV
* calculated total energy: -1633.38602 Eh
* highest occupied orbital energy: -10.90 eV
* 2S+1: 1

[3]
The following is a DFT calculation (ωB97M-V with the def2-TZVPD basis set) of a cluster of 2 separate species, CHF2N in total.

Each line ends with the Mulliken charge.
Atoms and positions in Å:
C  1.62  -0.39  0.10  0.057
N  -1.64  -0.43  0.26  -0.020
F  1.49  0.75  -0.45  -0.058
F  -1.95  0.64  -0.42  -0.025
H  0.48  -0.56  0.50  0.045

Calculated values
* orbital gap (alpha / beta): 8.35 / 8.31 eV
* ΔE to the lowest compared entry with this formula, charge and spin: 8.7047 eV
* calculated total energy: -292.86497 Eh
* highest occupied orbital energy (alpha / beta): -9.53 / -9.48 eV
* 2S+1: 1

[4]
The following is a DFT calculation (ωB97M-V with the def2-TZVPD basis set) of a cluster of 2 separate species, CHF2NO2 in total.

Each line ends with the Mulliken charge.
Atoms and positions in Å:
C  0.27  -0.67  0.04  0.314
N  0.23  0.77  0.21  0.949
O  -0.13  1.52  -0.67  -0.504
O  0.56  0.99  1.34  -0.506
F  0.97  -1.22  1.04  -0.142
F  0.54  -1.21  -1.14  -0.148
H  -2.44  -0.18  -0.81  0.036

Calculated values
* orbital gap (alpha / beta): 9.23 / 9.98 eV
* ΔE to the lowest compared entry with this formula, charge and spin: 5.4245 eV
* calculated total energy: -443.38080 Eh
* highest occupied orbital energy (alpha / beta): -11.36 / -10.68 eV
* 2S+1: 1

[5]
The following is a DFT calculation (ωB97M-V with the def2-TZVPD basis set) of a cluster of 2 separate species, CHF2O2S in total.

Each line ends with the Mulliken charge.
Atoms and positions in Å:
C  1.47  -0.05  0.11  -0.097
O  -2.41  1.69  0.02  -0.476
O  -2.42  -0.66  -0.65  -0.516
F  1.26  -1.06  -0.82  -0.215
F  1.46  -0.70  1.36  -0.224
S  -1.81  0.41  0.24  0.481
H  2.43  0.37  -0.26  0.047

Calculated values
* orbital gap (alpha / beta): 5.27 / 7.83 eV
* total charge: -1
* ΔE to the lowest compared entry with this formula, charge and spin: 1.8594 eV
* calculated total energy: -787.06053 Eh
* highest occupied orbital energy (alpha / beta): -1.81 / -3.74 eV
* 2S+1: 1

[6]
The following is a DFT calculation (ωB97M-V with the def2-TZVPD basis set) of a cluster of 2 separate species, CHF2OS2 in total.

Each line ends with the Mulliken charge.
Atoms and positions in Å:
C  3.48  -0.60  -0.19  0.467
O  4.78  1.61  -0.18  -0.521
F  2.52  -1.47  0.24  -0.135
F  4.46  -1.15  -0.92  -0.154
S  -1.10  0.09  -1.12  -0.889
S  3.67  0.91  0.50  0.330
H  -0.23  -0.06  0.01  -0.099

Calculated values
* orbital gap (alpha / beta): 4.60 / 4.60 eV
* total charge: -1
* ΔE to the lowest compared entry with this formula, charge and spin: 2.5830 eV
* calculated total energy: -1110.00311 Eh
* highest occupied orbital energy (alpha / beta): -2.52 / -2.52 eV
* 2S+1: 1